C2H13NO5 | the ωB97M-V functional and the def2-TZVPD basis

## Properties
Kohn-Sham gap = 0.371 hartree
structure (SMILES) = NCC=O.O.O.O.O
HOMO level = -0.3623 hartree
total energy = -514.9157 Eh

Element x y z (Å)
O  2.08590  -0.73455  1.32991
C  1.92267  0.31294  0.74919
C  0.63640  1.07423  0.78280
N  0.39616  1.71095  -0.52364
H  2.74240  0.70138  0.11678
H  -0.24851  0.47568  0.92466
H  0.66412  1.80625  1.59961
H  -0.44566  2.26348  -0.40690
H  1.16452  2.29481  -0.83718
H  -1.96489  -1.94115  -0.08931
H  -3.00677  -0.94873  -0.79643
O  -2.09933  -1.24679  -0.74185
H  1.23536  -3.03689  0.33556
H  0.45004  -1.86809  0.11423
O  0.29442  -2.81207  0.26985
H  -1.84847  0.50517  1.96372
H  -3.02872  1.14564  1.35351
O  -2.23676  1.38109  1.85230
H  -0.17161  1.33988  -3.06810
H  0.05014  -0.07502  -2.53483
O  0.20914  0.48658  -3.30589

=====

C2HN3O3 | the ωB97M-V functional and the def2-TZVPD basis

## Properties
Kohn-Sham gap (alpha / beta) = 0.298 / 0.298 hartree
HOMO level (alpha / beta) = -0.3729 / -0.3728 hartree
total energy = -466.5222 Eh

Element x y z (Å)
C  1.85629  0.03421  -0.04977
C  -0.46663  -0.27361  0.14642
N  0.64119  -0.75525  0.10669
N  1.57573  1.24804  -0.16228
N  -1.87071  -0.39250  0.07380
O  -2.34685  -0.65275  -1.01042
O  -2.50649  -0.30322  1.09784
O  0.45420  1.70270  -0.09737
H  2.66329  -0.60761  -0.10491

=====

Respective molar mass values: 131.1; 115.0 g/mol.
Respective energy above the lowest of the compared OMol25 structures with the same formula, charge and spin values: 212.14; 907.46 kJ/mol.
Respective max |F| values: 0.027; 0.078 hartree/bohr.